Record 1
Formula: C21H41Li6O16P2
Source: the Open Molecules 2025 dataset
Level of theory: wB97M-V/def2-TZVPD

Computed properties:
* electronic energy: -2757.35436 Ha
* E_LUMO: 1.784 eV

ORCA input file:
```
! RIJCOSX wB97M-V def2-TZVPD def2/J DEFGRID3
* xyz -1 1
Li -0.983 -1.714 1.597
Li -0.363 -1.432 -3.265
Li 1.429 -2.704 -0.938
Li -1.244 -3.227 -1.568
Li 2.221 -0.793 -2.755
Li -2.584 -0.408 -0.385
P -0.369 -1.081 -0.617
O -1.446 -1.294 -1.736
O -0.945 -0.176 0.513
O 1.022 -0.738 -1.232
O -0.274 -2.520 -0.010
P 1.499 -3.026 -3.601
O 2.058 -4.105 -4.517
O 1.358 -1.617 -4.285
O 2.553 -2.778 -2.478
O 0.222 -3.219 -2.754
O -5.163 -2.874 1.130
C -4.210 -1.979 0.747
O -4.481 -1.174 -0.180
O -3.083 -2.034 1.283
H -5.842 -2.763 0.444
C 0.676 -0.494 5.172
C -0.561 -1.205 5.715
C -1.000 -2.151 4.598
O -0.273 -1.694 3.450
C 0.205 -0.372 3.700
H 1.561 -1.126 5.200
H 0.848 0.467 5.652
H -1.307 -0.430 5.895
H -0.381 -1.746 6.649
H -2.075 -1.971 4.499
H -0.839 -3.199 4.833
H -0.538 0.377 3.420
H 1.079 -0.183 3.072
C -3.582 3.067 -2.407
C -2.812 3.772 -1.276
C -2.241 2.607 -0.485
O -3.227 1.581 -0.596
C -4.092 1.820 -1.697
H -2.891 2.821 -3.214
H -4.404 3.671 -2.787
H -3.550 4.357 -0.718
H -2.105 4.494 -1.686
H -2.092 2.857 0.564
H -1.259 2.340 -0.883
H -5.076 2.062 -1.284
H -4.191 0.979 -2.384
C 3.530 -5.226 1.795
C 3.562 -3.781 2.327
C 2.503 -3.041 1.495
O 2.238 -3.902 0.391
C 2.421 -5.256 0.731
H 3.284 -5.925 2.601
H 4.476 -5.593 1.401
H 4.553 -3.382 2.114
H 3.348 -3.794 3.394
H 2.826 -2.097 1.053
H 1.552 -2.892 2.019
H 2.763 -5.839 -0.124
H 1.452 -5.669 1.030
C 0.295 2.933 -3.454
C -0.177 3.205 -4.885
C -1.119 2.033 -5.232
O -0.755 0.996 -4.320
C 0.248 1.381 -3.406
H -0.476 3.349 -2.801
H 1.221 3.433 -3.182
H 0.567 3.165 -5.687
H -0.575 4.218 -4.995
H -0.890 1.656 -6.229
H -2.182 2.265 -5.143
H 1.213 0.997 -3.731
H -0.087 1.115 -2.409
C 2.392 3.929 2.170
C 2.494 2.509 1.635
C 1.341 2.566 0.632
O 1.636 3.758 -0.075
C 2.188 4.710 0.850
H 3.244 4.282 2.753
H 1.506 4.047 2.797
H 2.382 1.771 2.432
H 3.423 2.329 1.094
H 0.375 2.523 1.153
H 1.317 1.670 0.006
H 1.498 5.545 0.978
H 3.164 4.961 0.427
*
```



Record 2
Formula: C26H23BN11OOsS2Sb
Source: the Open Molecules 2025 dataset
Level of theory: wB97M-V/def2-TZVPD

Computed properties:
* electronic energy: -2834.11787 Ha
* E_LUMO: -2.286 eV

ORCA input file:
```
! RIJCOSX wB97M-V def2-TZVPD def2/J DEFGRID3
* xyz 0 1
Os -1.275 1.868 1.716
N 0.003 3.741 4.310
C -1.074 4.262 3.635
N -1.603 5.430 3.881
N -2.618 5.524 2.980
N -2.699 4.488 2.246
N -1.704 3.628 2.634
C 0.512 2.501 4.129
N 1.441 1.978 4.950
N 1.605 0.747 4.574
N 0.821 0.507 3.562
N 0.126 1.622 3.213
H 0.408 4.298 5.047
O -2.996 2.074 0.562
N -2.857 2.868 -0.506
C -3.986 3.351 -1.053
C -3.916 4.147 -2.167
C -2.672 4.446 -2.716
C -1.532 3.940 -2.130
C -1.640 3.139 -1.001
S -0.256 2.471 -0.131
H -4.889 3.063 -0.538
H -4.830 4.534 -2.592
H -2.598 5.085 -3.585
H -0.547 4.161 -2.516
S -1.599 -0.235 1.740
Sb 1.213 -3.127 -0.079
C 2.256 -1.264 -0.052
C 3.506 -1.284 0.564
C 4.314 -0.156 0.570
C 3.881 1.015 -0.032
C 2.630 1.056 -0.632
C 1.823 -0.076 -0.638
C 1.696 -3.681 -2.107
C 1.815 -5.038 -2.394
C 2.065 -5.479 -3.688
C 2.206 -4.561 -4.717
C 2.105 -3.203 -4.444
C 1.856 -2.770 -3.150
C -0.806 -2.558 -0.559
C -1.814 -3.163 0.189
C -3.153 -2.899 -0.069
C -3.505 -2.012 -1.075
C -2.513 -1.406 -1.834
C -1.176 -1.686 -1.582
H 3.844 -2.179 1.074
H 5.279 -0.188 1.060
H 4.512 1.894 -0.030
H 2.282 1.972 -1.095
H 0.840 -0.020 -1.087
H 1.709 -5.770 -1.599
H 2.153 -6.539 -3.890
H 2.402 -4.901 -5.726
H 2.228 -2.480 -5.242
H 1.815 -1.704 -2.955
H -1.553 -3.835 0.999
H -3.922 -3.378 0.525
H -4.548 -1.801 -1.274
H -2.781 -0.726 -2.634
H -0.424 -1.232 -2.214
B 1.782 -1.919 3.479
C 0.698 -0.848 3.013
N -0.321 -1.114 2.288
H 1.738 -2.820 2.670
H 2.884 -1.434 3.579
H 1.360 -2.327 4.548
*
```



Record 3
Formula: C5H34N10O12
Source: the Open Molecules 2025 dataset
Level of theory: wB97M-V/def2-TZVPD

Computed properties:
* electronic energy: -1661.59209 Ha
* E_LUMO: 0.405 eV
* structure (SMILES): NC(N)=O.NC(N)=O.NC(N)=O.NC(N)=O.NC(N)=O.O.O.O.O.O.O.O

ORCA input file:
```
! RIJCOSX wB97M-V def2-TZVPD def2/J DEFGRID3
* xyz 0 1
N -0.975 1.948 -0.391
C -0.854 1.819 -1.716
N -0.974 3.000 -2.306
O -0.702 0.749 -2.359
H -0.966 1.035 0.085
H -1.665 2.603 -0.097
H -0.952 3.910 -1.806
H -0.683 3.059 -3.222
N 1.293 -1.494 -2.105
C 2.458 -0.785 -2.011
N 2.420 0.484 -2.417
O 3.510 -1.244 -1.462
H 0.508 -1.106 -2.679
H 1.351 -2.402 -1.809
H 1.512 0.886 -2.671
H 3.185 1.107 -2.337
N -0.930 -5.835 -1.200
C -1.621 -5.062 -0.258
N -3.014 -5.121 -0.386
O -1.055 -4.485 0.672
H 0.024 -5.664 -1.028
H -1.275 -5.648 -2.090
H -3.591 -5.623 -1.041
H -3.364 -4.456 0.272
N -3.461 -0.501 3.057
C -2.184 0.094 3.225
N -1.964 0.243 4.585
O -1.343 0.393 2.360
H -4.066 -0.725 3.807
H -3.753 -0.768 2.128
H -2.644 -0.086 5.213
H -1.067 0.608 4.951
N -3.404 -0.574 -1.365
C -3.038 -1.485 -0.352
N -1.700 -1.812 -0.430
O -3.870 -1.807 0.505
H -4.020 0.110 -1.003
H -2.612 -0.042 -1.811
H -1.333 -2.531 0.120
H -1.139 -1.463 -1.199
O 0.302 5.005 1.301
H 0.186 5.626 2.029
H 0.637 4.169 1.713
O 4.682 0.760 0.053
H 5.630 0.897 0.092
H 4.318 0.112 -0.607
O 0.349 5.379 -1.269
H 1.215 5.183 -1.670
H 0.487 5.307 -0.300
O 3.551 1.428 2.379
H 3.709 0.802 3.156
H 3.804 1.015 1.542
O 2.062 3.050 -0.734
H 1.785 2.920 0.195
H 3.038 3.045 -0.719
O 1.217 2.571 2.055
H 2.090 2.217 2.428
H 0.486 1.915 2.171
O 2.462 -4.353 -1.127
H 2.788 -3.419 -1.228
H 3.159 -4.957 -0.886
*
```